16
Properties=species:S:1:pos:R:3:mulliken_charge:R:1 method="wB97M-V/def2-TZVPD" de_lowest_kj_mol=105.03 total_charge=0 homo_lumo_gap_ev=9.610 lumo_ev=1.059 homo_energy_ev=-8.6 total_energy_ha=-594.655079 smiles="C=CCSCC" fmax_ha_per_bohr=0.027
C -2.4808 0.6128 -0.2388 -1.032
C -1.8089 -0.6732 0.0628 -0.400
C 0.8987 -0.0548 0.6164 -0.612
C 2.3278 -0.3705 0.3169 -0.150
C 2.9260 0.3171 -0.6260 -0.674
H -2.0566 1.4895 0.2992 0.276
H -2.3949 0.8028 -1.3020 0.300
H -3.5625 0.5042 -0.0289 0.325
H -2.3985 -1.5081 -0.3508 0.330
H -1.7868 -0.7697 1.1560 0.270
H 0.6833 -0.4445 1.5779 0.381
H 0.6616 1.0144 0.6181 0.301
H 2.7496 -1.3408 0.6595 0.276
H 2.4914 1.1861 -1.0593 0.229
H 3.8765 0.0883 -1.0660 0.263
S -0.1259 -0.8537 -0.6352 -0.081